Record 1
The following is a DFT calculation (ωB97M-V/def2-TZVPD) of C45H32N9P2PdSSe2 as an isolated structure.

Output
relative energy (zero: lowest compared OMol25 entry of this formula, charge and spin)	1.730	eV
F_max	2.70	eV/Å
spin multiplicity	2
total charge	+2
electronic energy	-8237.8798	Eh
Kohn-Sham gap (alpha / beta)	5.7 / 5.7	eV
E_HOMO (alpha / beta)	-13.3 / -13.3	eV

Element x y z (Å)
Pd1 0.14116 0.24554 -0.43599
C1 3.57806 -0.48862 2.78179
C2 2.88497 -0.18862 1.61275
N1 1.56524 -0.18727 1.58339
C3 0.87247 -0.45956 2.71031
C4 1.60579 -0.76361 3.88036
N2 2.90528 -0.77411 3.88463
C5 -0.57864 -0.45007 2.65066
C6 -1.36275 -0.69064 3.76899
C7 -2.76710 -0.70031 3.69369
C8 -3.30834 -0.45194 2.42873
C9 -2.48908 -0.21195 1.32946
N3 -1.13548 -0.21269 1.43998
C10 -3.02377 0.00434 0.00719
C11 -4.40331 0.11722 -0.28382
N4 -4.84057 0.26142 -1.49656
C12 -3.98016 0.28590 -2.51216
C13 -2.61828 0.21433 -2.26785
N5 -2.15180 0.09997 -1.03345
C14 -3.60202 -0.94350 4.87943
C15 -5.00400 -0.91694 4.82266
C16 -5.74247 -1.12914 5.97613
N6 -5.16618 -1.35385 7.13251
C17 -3.85981 -1.39580 7.23607
C18 -3.03762 -1.19837 6.13902
H1 4.65501 -0.51313 2.83237
H2 3.41789 0.02948 0.69498
H3 1.12336 -1.00711 4.81712
H4 -0.87643 -0.87125 4.71005
H5 -4.37308 -0.46121 2.27330
H6 -5.15338 0.10913 0.49327
H7 -4.38972 0.38181 -3.50229
H8 -1.89533 0.25482 -3.07580
H9 -5.54075 -0.73277 3.90777
H10 -6.82261 -1.11757 5.95900
H11 -3.45009 -1.59304 8.21647
H12 -1.97549 -1.24852 6.30731
Se1 2.12758 6.84652 0.68057
P1 0.61858 6.18469 -0.71846
C19 -1.03366 6.81280 -0.30900
C20 -1.24400 7.64418 0.78235
C21 -2.51999 8.11326 1.03731
C22 -3.57392 7.75072 0.21522
C23 -3.35808 6.90912 -0.86598
C24 -2.08744 6.44088 -1.13878
C25 0.99657 6.75165 -2.39754
C26 1.43366 5.88709 -3.39064
C27 1.74276 6.39210 -4.64175
C28 1.62921 7.75064 -4.89153
C29 1.19837 8.61250 -3.89266
C30 0.88192 8.11919 -2.64062
C31 0.56423 4.41236 -0.45535
C32 0.44883 3.12022 -0.96777
N7 0.46753 2.31652 0.13044
N8 0.57573 3.03073 1.21354
N9 0.64075 4.27338 0.89274
P2 0.29465 2.10743 -2.46387
Se2 0.46857 -2.17802 -1.08992
C33 1.88261 2.28330 -3.32906
C34 2.01250 1.74240 -4.60929
C35 3.22288 1.82224 -5.27311
C36 4.32066 2.39959 -4.65233
C37 4.20516 2.89876 -3.36461
C38 2.99655 2.83227 -2.69691
C39 -0.91808 3.06382 -3.44750
C40 -2.17264 3.26924 -2.87148
C41 -3.15665 3.95091 -3.56290
C42 -2.89962 4.44588 -4.83282
C43 -1.65522 4.24634 -5.40588
C44 -0.67210 3.54305 -4.73105
H13 -0.41897 7.92190 1.42469
H14 -2.69124 8.76031 1.88173
H15 -4.56604 8.12201 0.41653
H16 -4.18086 6.61909 -1.49873
H17 -1.90057 5.79541 -1.98746
H18 1.53012 4.83223 -3.17968
H19 2.08476 5.72724 -5.42057
H20 1.88770 8.14033 -5.86487
H21 1.11886 9.66959 -4.09590
H22 0.54976 8.78822 -1.85721
H23 1.17206 1.24388 -5.07389
H24 3.31035 1.42473 -6.27271
H25 5.26940 2.44073 -5.16538
H26 5.06072 3.33683 -2.87459
H27 2.92312 3.20507 -1.68390
H28 -2.37194 2.89385 -1.87400
H29 -4.12692 4.09708 -3.11425
H30 -3.66315 4.98919 -5.36856
H31 -1.44730 4.63842 -6.38936
H32 0.27946 3.37629 -5.21106
S1 3.05970 -0.41198 -1.90160
C45 1.67142 -0.98307 -1.41415

Atomic forces in eV per Å
1.51 1.73 0.64
-0.63 0.06 -0.19
0.44 -0.05 0.19
-0.96 -0.19 0.32
1.99 0.01 -0.14
-1.29 0.24 -0.79
1.35 -0.14 0.54
-1.70 0.13 -0.97
-0.41 0.03 -0.02
0.80 0.20 -0.65
0.15 -0.03 -0.08
1.66 -0.30 1.58
-0.75 -0.24 1.02
-0.53 0.46 -2.61
1.18 -0.14 1.16
-0.69 0.15 -1.43
0.03 -0.06 0.57
-0.26 -0.10 0.05
-1.09 -0.21 0.93
-0.56 -0.15 0.85
0.36 0.03 -0.15
0.36 0.10 -0.59
-0.93 -0.25 1.28
0.38 0.09 -0.54
0.04 0.06 -0.30
0.13 0.04 -0.07
-0.10 0.06 0.04
-0.07 0.01 -0.01
-0.02 -0.01 0.09
-0.07 -0.02 0.12
-0.03 -0.03 0.11
-0.02 0.00 -0.24
0.02 0.02 0.05
-0.02 0.03 -0.17
-0.10 0.02 -0.04
0.08 -0.01 0.06
0.17 0.01 -0.10
0.42 0.11 0.26
-1.12 0.01 -1.11
0.54 -0.02 0.02
0.20 -0.07 -0.02
-0.14 0.05 0.05
0.08 -0.01 0.06
0.01 -0.09 -0.10
0.16 -0.02 -0.01
0.03 -0.21 0.65
-0.02 -0.09 0.14
0.03 -0.05 -0.03
0.01 -0.06 0.04
0.02 0.08 -0.02
-0.05 0.04 0.04
0.11 -0.17 -0.09
0.05 0.07 -0.19
-0.62 -1.09 -1.68
-0.04 -0.96 1.47
0.14 0.52 -0.04
0.31 0.59 0.29
-1.02 0.12 0.20
-0.21 -0.30 0.24
-0.01 -0.03 0.14
-0.05 -0.09 -0.09
0.02 0.01 0.03
0.16 0.01 -0.04
-0.15 0.00 0.07
-0.05 -0.41 0.03
0.09 -0.08 0.10
-0.08 0.02 0.00
0.04 0.02 0.07
-0.02 0.05 -0.10
0.04 -0.08 0.05
-0.02 0.02 0.02
-0.02 0.10 0.10
-0.11 0.04 0.03
-0.13 -0.01 -0.11
-0.08 0.00 -0.08
0.04 0.00 -0.09
0.02 -0.08 -0.07
-0.01 0.04 -0.06
-0.02 0.08 0.03
-0.06 0.06 0.00
-0.04 0.00 -0.11
0.03 -0.06 -0.07
0.07 0.04 -0.05
0.10 0.03 0.05
-0.02 0.06 0.03
-0.04 0.06 0.03
-0.11 0.01 0.09
-0.06 0.02 -0.05
0.02 0.01 -0.11
0.07 0.07 0.00
-1.33 -0.35 0.40
2.41 0.39 -0.92

Atomic partial charges in e from the Löwdin method, atoms 1 to 8:
1. Pd 0.6659
2. C -0.0643
3. C -0.1049
4. N 0.0822
5. C -0.1638
6. C -0.0426
7. N 0.1081
8. C -0.1848

Record 2
The following is a DFT calculation (ωB97M-V/def2-TZVPD) of one molecule with the formula C4H9NO2.

Output
relative energy (zero: lowest compared OMol25 entry of this formula, charge and spin)	2.657	eV
F_max	4.07	eV/Å
total charge	0
electronic energy	-362.9879	Eh
Kohn-Sham gap	10.9	eV
E_HOMO	-9.9	eV
SMILES	CCNC(=O)OC

Element x y z (Å)
C1 0.07413 -2.10911 1.44112
C2 1.07322 -1.30281 0.59728
N1 0.37223 -0.37024 -0.59191
C3 -0.51139 0.64460 -0.23042
O1 -0.58712 1.00453 0.92142
O2 -1.14356 1.29665 -1.27196
C4 -0.70885 2.65313 -1.50039
H1 -0.43983 -2.90048 0.87577
H2 0.54877 -2.61452 2.30013
H3 -0.66403 -1.40807 1.82424
H4 1.64069 -0.59661 1.17708
H5 1.80604 -2.02966 0.15329
H6 0.33053 -1.26622 -0.95681
H7 -1.16867 3.00199 -2.43359
H8 -1.00287 3.32471 -0.68670
H9 0.38069 2.67211 -1.61855

Atomic forces in eV per Å
-0.14 0.38 -0.12
-0.29 1.07 0.12
2.18 -1.07 3.09
0.47 -0.27 0.51
-0.20 0.28 -0.51
0.59 -0.72 0.15
0.08 0.01 0.10
0.16 0.33 -0.06
0.08 0.36 -0.39
-0.15 -0.14 0.15
0.11 0.13 0.47
-0.73 1.06 -0.40
-2.06 -0.82 -3.41
0.04 -0.34 0.31
0.02 -0.27 -0.03
-0.15 0.02 0.03

Atomic partial charges in e from the Löwdin method, atoms 1 to 8:
1. C -0.1061
2. C -0.1644
3. N 0.1128
4. C -0.5672
5. O 0.0954
6. O -0.0706
7. C -0.0563
8. H 0.0727

Record 3
The following is a DFT calculation (ωB97M-V/def2-TZVPD) of C5H6N2 as an isolated structure.

Output
relative energy (zero: lowest compared OMol25 entry of this formula, charge and spin)	3.512	eV
F_max	0.48	eV/Å
total charge	0
electronic energy	-303.5070	Eh
Kohn-Sham gap	11.0	eV
E_HOMO	-9.8	eV

Element x y z (Å)
N1 -0.59931 1.49503 1.22422
C1 -0.18726 0.48689 1.84733
C2 -1.13592 0.13046 0.81883
C3 -0.59805 -0.49826 -0.45410
C4 0.41121 0.36667 -1.26168
C5 1.35504 -0.65487 -0.69790
N2 0.52101 -1.43190 -0.10850
H1 -2.17162 -0.07694 1.08374
H2 -1.39483 -0.97461 -1.03402
H3 0.29128 0.31533 -2.34815
H4 0.52570 1.40833 -0.94603
H5 2.43858 -0.78432 -0.72261
H6 0.54417 0.21819 2.59887

Atomic forces in eV per Å
0.25 -0.30 0.28
-0.07 0.41 -0.13
-0.21 -0.23 -0.12
-0.31 0.00 0.03
0.00 0.06 -0.02
0.11 -0.19 0.06
0.25 0.23 -0.19
0.15 0.05 -0.07
0.13 0.05 0.11
-0.01 0.03 0.16
0.01 -0.18 -0.02
-0.13 -0.01 -0.09
-0.16 0.07 0.00

Atomic partial charges in e from the Löwdin method, atoms 1 to 8:
1. N 0.1537
2. C -0.1112
3. C -0.2458
4. C -0.3043
5. C -0.1025
6. C -0.1561
7. N 0.0964
8. H 0.1152

- The highest F_max belongs to which entry?
  C4H9NO2

- Which value of F_max does entry 2 give?
  4.07 eV/Å

- Which value of F_max does entry 2 give?
  4.07 eV/Å